The following is a DFT calculation (the ωB97M-V functional and the def2-TZVPD basis) of a molecular structure, ArH20O10.

Structure (ORCA input):
```
! RIJCOSX wB97M-V def2-TZVPD def2/J DEFGRID3
* xyz 0 1
Ar -13.7313 13.4259 -20.4063
O -14.5778 10.0657 -21.4682
H -14.4316 9.4525 -20.7479
H -15.1751 10.7212 -21.1079
O -14.8862 16.1109 -22.4048
H -15.7769 15.9931 -22.7349
H -14.3293 15.6965 -23.0640
O -10.3516 14.9798 -21.9587
H -10.6732 15.8628 -22.1406
H -10.7783 14.4290 -22.6150
O -15.2638 11.9209 -23.7731
H -14.8694 11.2791 -23.1825
H -14.5268 12.2712 -24.2735
O -11.0334 13.1563 -17.6975
H -11.5036 12.4778 -18.1821
H -11.2407 12.9827 -16.7793
O -17.0058 11.2348 -20.1920
H -16.6458 10.6998 -19.4846
H -17.9531 11.1145 -20.1255
O -17.6928 13.5785 -18.1329
H -17.8111 14.3926 -18.6223
H -17.2956 12.9760 -18.7618
O -11.6185 10.6045 -21.6480
H -11.4763 11.1540 -22.4188
H -12.5642 10.4582 -21.6287
O -12.2518 11.0200 -19.0299
H -11.9540 10.8228 -19.9179
H -13.2070 10.9905 -19.0850
O -14.6396 16.3172 -19.0447
H -14.2271 17.1808 -19.0608
H -14.6113 16.0207 -19.9544
*
```

Output
- lowest unoccupied orbital energy (hartree) = -0.0133
- relative energy (zero: lowest compared OMol25 entry of this formula, charge and spin) (kcal per mole) = 24.71
- E_HOMO (eV) = -10.273
- Kohn-Sham gap (eV) = 9.9
- E_tot (eV) = -35153.848

=====

The following is a DFT calculation (the ωB97M-V functional and the def2-TZVPD basis) of a molecular structure, C10H30FKO5.

Structure (ORCA input):
```
! RIJCOSX wB97M-V def2-TZVPD def2/J DEFGRID3
* xyz 0 1
K -0.8221 -2.6042 1.8754
F 0.2251 -0.2632 0.3452
C 2.8854 -2.9966 -1.3961
C 2.9909 -1.5856 -0.9765
O 1.8927 -0.9545 -1.6910
H 2.1014 -3.6243 -0.9723
H 3.7970 -3.4564 -1.0144
H 2.8364 -3.0174 -2.4848
H 3.8488 -1.0311 -1.3568
H 2.9011 -1.3232 0.0776
H 1.2959 -0.6382 -1.0088
C -3.1103 1.2350 0.8509
C -3.1170 1.4674 -0.6425
O -2.3213 0.3543 -1.1207
H -3.5003 2.0365 1.4782
H -2.0613 1.0793 1.1032
H -3.6788 0.3478 1.1296
H -2.7113 2.4635 -0.8197
H -4.1029 1.2670 -1.0618
H -1.4892 0.3745 -0.6424
C -2.7389 -3.5285 -2.9318
C -1.3657 -2.9101 -2.3258
O -1.5533 -2.4709 -0.9822
H -3.4986 -2.8026 -3.2218
H -3.1356 -4.1403 -2.1216
H -2.6229 -4.1777 -3.7996
H -1.1600 -2.1055 -3.0318
H -0.5952 -3.6758 -2.4161
H -0.9377 -1.7485 -0.8380
C 2.2648 3.5236 0.4851
C 1.2326 3.3275 -0.6882
O 0.2139 2.5431 -0.1625
H 2.8006 2.5956 0.6845
H 1.8169 3.9264 1.3935
H 3.1348 4.1288 0.2303
H 1.5974 2.8013 -1.5703
H 0.7905 4.2192 -1.1325
H 0.3649 1.6090 -0.0002
C 1.3465 1.4127 3.9620
C 0.0184 1.0695 3.3343
O -0.1608 -0.2058 2.8819
H 1.7124 0.6965 4.6976
H 1.4381 2.4442 4.3021
H 2.1187 1.3618 3.1944
H -0.1317 1.6757 2.4410
H -0.7698 1.4039 4.0089
H -0.0404 -0.1034 1.9350
*
```

Output
- lowest unoccupied orbital energy (hartree) = -0.0266
- relative energy (zero: lowest compared OMol25 entry of this formula, charge and spin) (kcal per mole) = 46.27
- E_HOMO (eV) = -9.356
- Kohn-Sham gap (eV) = 8.6
- E_tot (eV) = -40136.148

=====

The following is a DFT calculation (the ωB97M-V functional and the def2-TZVPD basis) of a molecular structure, C2H4FeO3.

Structure (ORCA input):
```
! RIJCOSX wB97M-V def2-TZVPD def2/J DEFGRID3
* xyz 2 7
O 0.1763 1.4829 0.3806
C 0.3652 1.6689 -0.8133
C 0.7818 0.4951 -1.6638
O 1.1570 -0.5498 -0.8998
H 0.4233 2.6846 -1.2335
H 1.6160 0.7567 -2.3557
Fe 0.2455 -0.4291 0.9878
O -1.1573 -1.5050 1.3043
H -1.8888 -1.3332 1.8960
H -0.0808 0.1321 -2.3580
*
```

Output
- lowest unoccupied orbital energy (alpha / beta) (hartree) = -0.3813 / -0.5200
- E_HOMO (alpha / beta) (eV) = -22.265 / -21.940
- Kohn-Sham gap (alpha / beta) (eV) = 11.9 / 7.8
- E_tot (eV) = -42644.196

=====

The following is a DFT calculation (the ωB97M-V functional and the def2-TZVPD basis) of a molecular structure, C40H46Cl2N5O3PbS2.

Structure (ORCA input):
```
! RIJCOSX wB97M-V def2-TZVPD def2/J DEFGRID3
* xyz 1 1
Pb -0.5566 -0.2019 -0.0046
C 1.2767 -1.1598 3.5379
C 2.2514 -0.9495 2.4177
N 2.2692 0.1823 1.8378
N 3.2875 0.5632 1.0340
C 3.4616 0.3436 -0.1949
S 2.6179 -0.8161 -1.2382
S 4.6908 1.1774 -1.1406
C 4.2879 2.9106 -0.7285
C 4.9678 3.4527 0.4980
C 4.2092 4.0313 1.5080
C 4.8239 4.6046 2.6153
C 6.2067 4.6026 2.7181
C 6.9722 4.0262 1.7102
C 6.3559 3.4557 0.6071
C 3.1395 -2.0697 2.0084
C 3.9689 -2.7439 2.9004
C 4.7608 -3.7972 2.4689
C 4.7125 -4.2052 1.1420
C 3.8622 -3.5706 0.2487
C 3.0828 -2.5201 0.6918
O 2.1143 -1.9651 -0.1519
H 1.7740 -0.9638 4.4941
H 0.4386 -0.4640 3.4557
H 0.9196 -2.1869 3.5519
H 4.5934 3.4533 -1.6240
H 3.2050 2.9729 -0.6366
H 3.1272 4.0439 1.4236
H 4.2214 5.0575 3.3953
H 6.6898 5.0490 3.5791
H 8.0533 4.0304 1.7806
H 6.9568 3.0047 -0.1778
H 4.0060 -2.4172 3.9350
H 5.4138 -4.3032 3.1687
H 5.3283 -5.0278 0.8017
H 3.7865 -3.8903 -0.7848
N -0.7112 -1.9977 -1.8720
C -2.0354 -2.2243 -2.4974
C -3.0920 -2.6206 -1.4807
C -3.5826 -1.5074 -0.5615
O -4.7514 -1.4619 -0.2447
O -2.6986 -0.6185 -0.1418
H -0.0211 -1.8278 -2.5974
H -0.4169 -2.8453 -1.3901
H -1.9641 -3.0043 -3.2554
H -2.3244 -1.3036 -3.0022
H -2.7245 -3.4380 -0.8496
H -3.9678 -2.9951 -2.0055
C 0.8035 2.9158 2.7056
C -0.3200 2.2309 3.4472
C -0.2441 2.0667 4.8255
C -1.2788 1.4747 5.5291
C -2.4215 1.0621 4.8584
C -2.5481 1.2079 3.4804
C -3.8339 0.8454 2.7837
C -1.4695 1.7755 2.7871
N -1.4946 1.8341 1.3531
C -1.7810 2.8942 0.7228
C -2.1770 4.1841 1.3781
C -1.7407 2.8374 -0.7943
C -2.2775 4.0171 -1.5450
N -1.2547 1.8061 -1.3628
C -1.2830 1.6786 -2.7957
C -0.0967 1.8530 -3.5194
C 1.1813 2.3210 -2.8611
C -0.1240 1.6344 -4.8922
C -1.2933 1.2491 -5.5297
C -2.4634 1.1221 -4.7992
C -2.4906 1.3507 -3.4269
C -3.8047 1.2812 -2.6822
H 1.7550 2.7607 3.2141
H 0.6236 3.9964 2.6595
H 0.9121 2.5432 1.6866
H 0.6464 2.4070 5.3463
H -1.2041 1.3485 6.6026
H -3.2499 0.6309 5.4110
H -4.4436 0.1949 3.4098
H -3.6652 0.3462 1.8327
H -4.4218 1.7484 2.5800
H -2.2222 4.0599 2.4571
H -3.1527 4.5190 1.0194
H -1.4547 4.9710 1.1455
H -3.3546 4.1086 -1.3778
H -2.0981 3.9201 -2.6116
H -1.8163 4.9383 -1.1855
H 0.9885 2.8354 -1.9193
H 1.7167 3.0053 -3.5194
H 1.8498 1.4854 -2.6569
H 0.7853 1.7843 -5.4658
H -1.2994 1.0738 -6.5987
H -3.3894 0.8559 -5.3004
H -4.4538 0.5202 -3.1172
H -4.3371 2.2341 -2.7675
H -3.6791 1.0546 -1.6253
Cl -0.5589 -4.9430 3.4281
C -1.8868 -3.7784 3.4375
Cl -1.9135 -2.7562 1.9830
H -1.7915 -3.1304 4.2965
H -2.8115 -4.3334 3.4525
*
```

Output
- lowest unoccupied orbital energy (hartree) = -0.1166
- relative energy (zero: lowest compared OMol25 entry of this formula, charge and spin) (kcal per mole) = 0.45
- E_HOMO (eV) = -10.956
- Kohn-Sham gap (eV) = 7.8
- E_tot (eV) = -107778.147

=====

The following is a DFT calculation (the ωB97M-V functional and the def2-TZVPD basis) of a molecular structure, C24H28CeN3O4.

Structure (ORCA input):
```
! RIJCOSX wB97M-V def2-TZVPD def2/J DEFGRID3
* xyz 0 2
Ce 1.1538 1.7445 1.3039
C 1.2294 4.0259 -1.0532
O 0.4079 3.0868 -0.3571
C -0.5903 3.6741 0.4752
C -0.0481 4.1952 1.8217
O 0.2493 3.0898 2.7106
C 1.3964 3.2815 3.5897
C 2.7492 3.1117 2.8970
O 3.0118 1.7409 2.5934
C 4.3019 1.5754 1.9434
H 0.6042 4.6713 -1.6733
H 1.9108 3.4516 -1.6708
H 1.8191 4.6306 -0.3586
H -1.3373 2.8896 0.6465
H -1.0832 4.4872 -0.0592
H -0.8110 4.8046 2.3067
H 0.8380 4.8168 1.6705
H 1.3102 2.5411 4.3756
H 1.3222 4.2735 4.0346
H 3.5185 3.4795 3.5776
H 2.7966 3.7089 1.9692
H 5.0986 1.9572 2.5887
H 4.3003 2.1035 0.9975
H 4.4369 0.5164 1.7574
N -2.2822 -3.5651 -2.9778
C -2.5275 -4.2197 -4.1664
C -3.3482 -5.2848 -4.4999
C -3.3447 -5.6913 -5.8275
C -2.5459 -5.0492 -6.7786
C -1.7279 -3.9844 -6.4354
C -1.7153 -3.5593 -5.1087
N -1.0047 -2.5428 -4.5106
C -1.3586 -2.5635 -3.2336
C -0.8743 -1.6840 -2.2245
C -1.2937 -1.7170 -0.8655
C -0.7661 -0.8473 0.0374
N 0.1705 0.1293 -0.2371
C 0.5322 0.1715 -1.5748
C 0.0706 -0.6698 -2.5354
H -2.6943 -3.7764 -2.0891
H -3.9667 -5.7830 -3.7636
H -3.9712 -6.5205 -6.1309
H -2.5674 -5.3930 -7.8052
H -1.1088 -3.4880 -7.1715
H -2.0286 -2.4283 -0.5080
H -1.1180 -0.8750 1.0496
H 1.2386 0.9471 -1.8399
H 0.4187 -0.5616 -3.5531
O 2.5205 1.7277 0.0624
C -0.6836 -1.7249 5.0434
C -0.2606 -2.1645 3.8003
C 0.1913 -1.2586 2.8480
C 0.2759 0.1336 3.0708
C -0.1637 0.5169 4.3550
C -0.6364 -0.3722 5.3173
H -1.0513 -2.4256 5.7832
H -0.2930 -3.2226 3.5645
H 0.5096 -1.6685 1.9016
H -0.2047 1.5617 4.6369
H -0.9762 -0.0043 6.2797
*
```

Output
- lowest unoccupied orbital energy (alpha / beta) (hartree) = -0.0218 / -0.0219
- relative energy (zero: lowest compared OMol25 entry of this formula, charge and spin) (kcal per mole) = 0.00
- E_HOMO (alpha / beta) (eV) = -4.101 / -6.942
- Kohn-Sham gap (alpha / beta) (eV) = 3.5 / 6.3
- E_tot (eV) = -50926.186

=====

The following is a DFT calculation (the ωB97M-V functional and the def2-TZVPD basis) of 2 unconnected molecules or ions with the total composition C2H10N4O.

Structure (ORCA input):
```
! RIJCOSX wB97M-V def2-TZVPD def2/J DEFGRID3
* xyz 0 1
C 1.0446 -1.1603 0.3188
C 1.2458 0.3176 0.0812
N 2.0613 0.6462 -0.9572
O 0.0679 -1.3907 1.2932
N 0.6986 1.1110 0.9043
H -0.0280 -0.5433 1.7614
H 2.2731 -0.0431 -1.6574
H 2.1015 1.6088 -1.2505
H 0.8663 2.0979 0.7359
H 0.7339 -1.6489 -0.6120
H 2.0074 -1.5955 0.6341
N -1.9881 -0.3073 -0.8232
N -2.2861 0.8273 -0.0022
H -1.3960 1.1725 0.3546
H -2.8380 -0.5495 -1.3258
H -1.7072 -1.1160 -0.2636
H -2.8570 0.5731 0.8083
*
```

Output
- lowest unoccupied orbital energy (hartree) = 0.0312
- relative energy (zero: lowest compared OMol25 entry of this formula, charge and spin) (kcal per mole) = 45.58
- E_HOMO (eV) = -8.833
- Kohn-Sham gap (eV) = 9.7
- E_tot (eV) = -10243.150